1.
Density functional theory data (wB97M-V/def2-TZVPD) for one molecule with the formula C5H5NO in a non-equilibrium geometry.

The geometry in ORCA input format:
```
! wB97M-V def2-TZVPD RIJCOSX def2/J DEFGRID3
* xyz 0 1
C -0.82560 -0.86221 -1.89277
C -0.80661 -0.32030 -0.81885
C -0.52761 0.26664 0.49893
C -0.92805 -0.71183 1.52407
N -1.25615 -1.52581 2.27789
C 1.00088 0.58766 0.53247
O 1.39630 1.21032 -0.65502
H -0.86804 -1.37885 -2.82554
H -1.09526 1.19147 0.65749
H 1.54960 -0.34636 0.71753
H 1.21666 1.29007 1.33991
H 1.16078 0.60972 -1.37930
*
```

## Properties
E_LUMO = 0.75 eV
Energy relative to the best compared isomer or geometry (same formula, charge and spin) = 243.3 kJ/mol
SMILES = C#C[C@@H](C#N)CO
Frontier orbital gap = 11.548 eV

***

2.
Density functional theory data (wB97M-V/def2-TZVPD) for a 2-piece molecular cluster, C14H20N2O overall in a non-equilibrium geometry.

The geometry in ORCA input format:
```
! wB97M-V def2-TZVPD RIJCOSX def2/J DEFGRID3
* xyz 0 1
C 2.35848 -2.71125 0.74377
C 1.05021 -2.21321 1.27794
C -0.25314 -2.48537 1.08083
N -1.09552 -1.57558 1.72109
C -0.28761 -0.56741 2.24533
C -0.48379 0.50597 3.10378
C 0.55261 1.17398 3.72800
C 1.85469 0.68309 3.63360
C 2.11103 -0.38544 2.76445
C 1.05036 -1.06908 2.17550
H 2.69062 -1.93324 0.04121
H 2.20275 -3.53809 0.04272
H 3.12273 -2.85349 1.49841
H -0.72444 -3.27082 0.50381
H -1.93651 -1.36547 1.20649
H -1.46676 0.93766 3.27597
H 0.36351 1.95722 4.45071
H 2.67847 0.90934 4.28948
H 3.12013 -0.74427 2.64020
C -1.56192 1.15186 -0.57001
C -2.06622 1.53290 -1.92762
N -0.93791 1.62727 -2.87647
C -0.15665 2.85759 -2.81484
C -0.46425 0.54593 -3.57028
C -1.43986 -0.50250 -4.09483
O 0.65735 0.60775 -4.06674
H -0.71048 1.50232 0.01028
H -1.38787 0.05232 -0.52404
H -2.34189 1.09128 0.19296
H -2.84353 0.87904 -2.30516
H -2.36256 2.58860 -1.85054
H 0.82817 2.68510 -3.21648
H -0.79018 3.64456 -3.21422
H 0.02058 3.17632 -1.78024
H -2.18113 -0.86733 -3.39498
H -0.77241 -1.13665 -4.66899
H -2.03263 0.09871 -4.80097
*
```

## Properties
E_LUMO = 0.59 eV
Energy relative to the best compared isomer or geometry (same formula, charge and spin) = 205.0 kJ/mol
SMILES = Cc1c[nH]c2ccccc12.CCN(C)C(C)=O
Frontier orbital gap = 8.656 eV

***

3.
Density functional theory data (wB97M-V/def2-TZVPD) for C10H30CrIO5S5 as an isolated structure in a non-equilibrium geometry.

The geometry in ORCA input format:
```
! wB97M-V def2-TZVPD RIJCOSX def2/J DEFGRID3
* xyz 1 5
Cr -0.57457 -0.01308 0.38461
I -2.82365 -1.14545 1.57151
C 1.86524 1.01804 -2.64035
S 2.45258 1.03133 -0.98160
O 1.16055 0.71908 -0.20323
C 3.43732 -0.38502 -0.97515
H 2.69787 1.06505 -3.38038
H 1.26049 1.90871 -2.65672
H 1.40232 0.08977 -2.86450
H 3.76026 -0.47635 0.06131
H 4.33477 -0.37733 -1.53372
H 3.11158 -1.31993 -1.38308
C -2.82703 -0.65208 -2.93251
S -2.76583 0.99064 -2.14532
O -1.66453 0.81932 -1.03830
C -1.95043 1.76018 -3.54058
H -3.60790 -0.79852 -3.72128
H -3.30841 -1.36887 -2.20581
H -1.88297 -1.08955 -3.23218
H -1.39814 2.66411 -3.06769
H -2.75949 2.17002 -4.19637
H -1.25757 1.04370 -3.96621
C -2.09458 2.51925 3.38627
S -1.47378 2.94675 1.78942
O -0.80452 1.65443 1.39750
C -3.00933 3.07009 1.10750
H -1.30713 2.30988 4.15544
H -2.68796 1.61827 3.22935
H -2.70510 3.38968 3.79221
H -3.55970 3.77999 1.66964
H -3.57399 2.12882 1.02552
H -2.73705 3.41461 0.14285
C 0.43621 0.18251 4.21428
S 1.24306 -1.00359 3.11799
O 0.70524 -0.77329 1.72161
C 2.93270 -0.57931 3.16833
H 0.75500 -0.05417 5.18709
H -0.65349 0.14844 4.00821
H 0.89354 1.08774 3.98699
H 3.31555 -1.32870 2.52571
H 3.27340 -0.87464 4.14620
H 3.05506 0.45845 2.76743
C 1.22925 -3.39276 0.11517
S -0.05080 -3.02518 -1.04562
O -0.19031 -1.48097 -0.82953
C 0.78216 -3.35694 -2.60474
H 0.77505 -3.46979 1.11070
H 1.98756 -2.48685 0.31397
H 1.73752 -4.27293 -0.10802
H 0.93781 -4.50038 -2.76982
H 1.79460 -2.82805 -2.59873
H 0.33156 -2.93512 -3.47537
*
```

## Properties
E_LUMO (alpha / beta) = -2.07 / -2.08 eV
<S²> = 6.0073
Frontier orbital gap (alpha / beta) = 5.588 / 7.470 eV

***

4.
Density functional theory data (wB97M-V/def2-TZVPD) for C16H28MgO8 as an isolated structure in a non-equilibrium geometry.

The geometry in ORCA input format:
```
! wB97M-V def2-TZVPD RIJCOSX def2/J DEFGRID3
* xyz 0 1
Mg 14.47780 -12.09175 -1.13033
C 14.78468 -11.49557 -4.73488
C 13.44110 -11.33275 -4.01142
O 13.42408 -11.61869 -2.67661
H 15.24286 -12.47441 -4.54080
H 15.58945 -10.77622 -4.52895
H 14.69701 -11.39166 -5.82445
H 12.70648 -11.96192 -4.53318
H 13.21097 -10.26556 -4.20647
C 11.86104 -13.20801 1.76966
C 13.26153 -13.76300 1.45465
O 13.84311 -13.17895 0.35237
H 11.18444 -13.33573 0.92353
H 11.90837 -12.13920 1.98541
H 11.47077 -13.67766 2.67826
H 13.24958 -14.84928 1.28506
H 13.84822 -13.57156 2.37205
O 15.46067 -13.69189 -2.16906
C 15.53629 -14.84521 -2.50199
O 14.67919 -15.35961 -3.40458
C 15.30265 -16.45318 -4.09455
C 16.49655 -16.89660 -3.24344
C 16.55141 -15.89541 -2.09199
H 15.64899 -16.03614 -5.04503
H 14.61371 -17.25477 -4.35535
H 17.37979 -16.76603 -3.87169
H 16.45174 -17.93981 -2.94169
H 17.57098 -15.56783 -1.92699
H 16.16390 -16.38944 -1.19956
O 14.24934 -10.23186 -0.03515
C 13.60567 -9.63349 0.77600
O 14.24760 -8.91804 1.73803
C 13.32227 -8.06170 2.42212
C 12.00789 -8.81661 2.21456
C 12.11937 -9.33841 0.81330
H 13.33310 -7.06299 1.98589
H 13.42675 -7.94665 3.50078
H 11.11250 -8.24554 2.48052
H 11.94287 -9.66512 2.90022
H 11.80929 -8.74288 -0.04361
H 11.54391 -10.26213 0.74905
O 16.30036 -11.20690 -1.64607
C 17.18557 -10.45428 -1.89833
O 18.41134 -10.65457 -1.36136
C 19.28735 -9.59175 -1.70963
C 18.36115 -8.45054 -2.09295
C 17.17218 -9.17327 -2.73485
H 19.89104 -9.86560 -2.58319
H 19.96440 -9.33944 -0.89797
H 18.84255 -7.66881 -2.67556
H 17.96102 -8.00892 -1.17294
H 17.43064 -9.39321 -3.77443
H 16.18297 -8.73051 -2.72673
*
```

## Properties
E_LUMO = 0.60 eV
Energy relative to the best compared isomer or geometry (same formula, charge and spin) = 88.9 kJ/mol
Frontier orbital gap = 7.516 eV

***

5.
Density functional theory data (wB97M-V/def2-TZVPD) for C24H35FeN3 as an isolated structure in a non-equilibrium geometry.

The geometry in ORCA input format:
```
! wB97M-V def2-TZVPD RIJCOSX def2/J DEFGRID3
* xyz -2 5
C -8.50895 -2.06313 1.12856
C -7.28759 -2.23334 0.22886
C -6.11554 -2.86949 0.95729
C -4.88846 -3.15136 0.07163
N -3.93179 -2.03632 0.01388
C -4.21674 -0.75259 -0.45690
C -3.11181 -0.00450 -0.25054
N -2.14465 -0.82587 0.32790
C -0.75727 -0.44196 0.70926
C 0.28154 -1.10746 -0.18055
C 0.42888 -2.62432 -0.02288
C 1.93362 -2.90905 -0.14115
C 2.63508 -1.67618 0.41246
N 1.70411 -0.55136 -0.02074
C -2.67035 -2.05042 0.46185
H -9.35591 -1.69962 0.54350
H -8.79634 -3.01082 1.59415
H -8.30883 -1.33652 1.92145
H -7.54718 -2.86077 -0.63457
H -6.98456 -1.25858 -0.17277
H -5.82742 -2.25705 1.82295
H -6.43883 -3.84102 1.35908
H -4.34043 -4.00277 0.48442
H -5.21679 -3.39797 -0.94883
H -5.17448 -0.47944 -0.87352
H -2.93147 1.03075 -0.47362
H -0.69499 0.65067 0.62682
H -0.59359 -0.73611 1.76038
H -0.02437 -0.88560 -1.21815
H 0.03221 -2.97210 0.94427
H -0.13180 -3.12834 -0.82198
H 2.25872 -3.82475 0.36135
H 2.18294 -2.99539 -1.21100
H 2.69616 -1.67029 1.50555
H 3.63348 -1.51888 -0.01203
H 1.79825 0.33650 0.46762
H -2.18731 -2.90179 0.91765
C 2.37740 0.06648 -2.28449
C 3.21996 1.14223 -1.95418
C 4.21615 1.43670 -0.96314
C 5.32550 2.36063 -1.29599
C 6.06763 2.67668 -0.11307
C 5.42155 2.01811 1.01054
C 4.29441 1.27543 0.51581
Fe 4.14758 3.16953 0.04011
C 2.24084 3.66461 0.04645
C 2.97874 4.39788 -0.96961
C 4.06177 5.10991 -0.31513
C 3.99041 4.82511 1.10884
C 2.86583 3.93052 1.33146
H 1.43314 0.39032 -2.74956
H 2.80879 -0.82219 -2.77371
H 2.01463 -0.32853 -1.07482
H 3.28566 1.87794 -2.77133
H 5.55196 2.65678 -2.31747
H 6.98681 3.25640 -0.06054
H 5.77688 2.04136 2.04152
H 3.65486 0.63569 1.11573
H 1.31293 3.11813 -0.11604
H 2.70551 4.48350 -2.01816
H 4.74830 5.80177 -0.79123
H 4.61663 5.27021 1.87742
H 2.49855 3.60205 2.29891
*
```

## Properties
E_LUMO (alpha / beta) = 4.72 / 4.66 eV
<S²> = 6.0576
Frontier orbital gap (alpha / beta) = 2.281 / 5.919 eV

***

6.
Density functional theory data (wB97M-V/def2-TZVPD) for a 2-piece molecular cluster, C3H6Cl2NO3P overall in a non-equilibrium geometry.

The geometry in ORCA input format:
```
! wB97M-V def2-TZVPD RIJCOSX def2/J DEFGRID3
* xyz 0 3
C -1.27222 1.33033 1.75448
C -1.34202 1.88449 -0.76173
C -1.17536 1.04994 0.47870
N -0.56491 -0.27006 0.10644
O -0.21056 -1.04977 1.00117
O -0.54925 -0.56540 -1.05820
O 2.86233 -2.18022 0.47508
P 2.05406 -1.84532 -0.91918
Cl 1.43921 -3.69575 -1.30192
Cl 3.66634 -1.73946 -2.10335
H -1.86751 2.30445 1.99874
H -0.88881 0.55926 2.49365
H 2.14067 -2.16502 1.19577
H -1.97958 2.73514 -0.57222
H -0.60231 2.43451 -1.29097
H -1.71008 1.21290 -1.49646
*
```

## Properties
E_LUMO (alpha / beta) = 0.73 / -3.83 eV
<S²> = 2.0178
Frontier orbital gap (alpha / beta) = 8.278 / 5.798 eV

***

7.
Density functional theory data (wB97M-V/def2-TZVPD) for C12H20FN3O6Pt as an isolated structure in a non-equilibrium geometry.

The geometry in ORCA input format:
```
! wB97M-V def2-TZVPD RIJCOSX def2/J DEFGRID3
* xyz 2 1
C 5.36611 -0.18501 1.01978
C 4.46094 0.48775 -0.21536
O 3.84651 1.73045 0.29595
C 3.38468 -0.67333 -0.65517
N 1.96697 -0.18543 -0.85546
C 1.13102 -1.46684 -0.95884
C -0.31797 -1.09824 -1.70805
O -1.49005 -1.31902 -0.84769
C -1.65203 -0.26635 0.16615
C -2.00037 1.27228 -0.27891
C -0.64267 2.18877 -0.61744
C -1.17466 3.77028 -0.50198
F -0.27190 4.56157 -1.41434
O -0.74917 -0.20083 1.32566
C -1.08083 -1.43932 2.10574
O -0.28430 -2.45322 2.47687
O -2.55625 -1.27229 2.32136
C -2.99491 -0.82749 0.98973
N -4.30405 -0.08965 0.81963
N -3.30488 -2.14723 0.25221
C -4.55090 -2.60460 0.60726
O -5.82307 -2.96970 0.82108
H 6.09976 0.63302 1.42995
H 6.01586 -1.09136 0.64548
H 4.67639 -0.50526 1.93330
H 5.19823 0.81827 -1.08101
H 4.57858 2.25085 0.75642
H 3.34501 -1.57900 0.11567
H 3.74035 -1.13627 -1.68632
H 1.61833 0.38143 -0.03274
H 0.96889 -1.81737 0.16892
H 1.69569 -2.35027 -1.49340
H -0.29343 -0.04912 -2.24588
H -0.40156 -1.89897 -2.58971
H -2.50757 1.83530 0.64355
H -2.78176 1.27541 -1.15057
H -0.29127 2.07149 -1.73890
H 0.21030 2.04124 0.17062
H -2.29117 3.83646 -0.91907
H -1.07204 4.15568 0.59874
H -4.54743 0.08962 -0.17960
H -4.29626 0.79820 1.38992
Pt -6.62307 -4.57191 0.11646
*
```

## Properties
E_LUMO = -12.63 eV
Frontier orbital gap = 1.564 eV

***

8.
Density functional theory data (wB97M-V/def2-TZVPD) for C25H61Al2CsF5KN3O6P as an isolated structure in a non-equilibrium geometry.

The geometry in ORCA input format:
```
! wB97M-V def2-TZVPD RIJCOSX def2/J DEFGRID3
* xyz 0 1
C 2.46777 -1.48374 2.53969
C 4.01766 -0.96670 2.19936
C 4.36187 -1.14208 0.59282
C 4.12455 0.23630 -0.28729
C 2.58412 0.79592 -0.26179
C 2.23344 1.85770 -1.49374
C 0.56823 1.93289 -1.54645
C 0.01325 3.26474 -2.36032
C -1.61700 3.43213 -2.22892
C -2.11109 4.53346 -1.12030
C -1.61538 4.24839 0.41655
C -2.73558 3.40737 1.32958
C -3.02917 2.01517 0.51750
C -3.54423 0.76080 1.43800
P -3.04909 -0.84531 0.45264
C -2.53779 -2.32409 -0.69419
C -3.63807 -3.53688 -0.73003
N -5.05614 -3.11643 -1.03960
N -3.51278 -4.39287 0.54168
N -3.22201 -4.48339 -1.87538
H 1.74368 -0.54997 2.55811
H 2.07219 -2.23144 1.71281
H 2.47842 -2.03510 3.58083
H 4.19400 0.14375 2.57592
H 4.73102 -1.66270 2.85635
H 3.62784 -1.98303 0.18499
H 5.46141 -1.57818 0.49780
H 4.82853 1.10703 0.08509
H 4.40748 -0.03609 -1.41022
H 1.85753 -0.11459 -0.41507
H 2.39602 1.37843 0.75963
H 2.69408 1.53060 -2.52967
H 2.69336 2.90973 -1.17747
H 0.08852 0.95726 -2.02756
H 0.23066 1.91273 -0.40651
H 0.59925 4.25144 -2.10868
H 0.23241 3.04078 -3.51010
H -2.09109 2.35250 -2.08602
H -2.01117 3.79705 -3.29426
H -1.70782 5.58840 -1.46557
H -3.30401 4.50528 -1.12881
H -1.54858 5.31678 0.94270
H -0.57249 3.72078 0.50872
H -3.71011 4.08468 1.42975
H -2.35225 3.24578 2.44517
H -1.99175 1.69687 0.02086
H -3.77255 2.22549 -0.37247
H -4.73165 0.86043 1.50108
H -3.05537 0.71219 2.50995
H -3.92054 -1.67097 1.24794
H -1.68041 -0.53077 0.77284
H -3.64984 -0.20530 -0.72415
H -1.45974 -2.69362 -0.33938
H -2.41970 -1.88080 -1.79056
H -5.11628 -2.35157 -1.74598
H -5.62808 -2.93247 -0.18684
H -3.15315 -5.34581 0.24918
H -2.70582 -3.99499 1.10737
H -3.36649 -3.90431 -2.74298
H -2.21391 -4.69408 -1.70684
Al -5.52808 0.80958 -0.22989
C 4.02497 -4.57076 4.89580
C 4.25139 -4.67752 3.39609
C 4.26641 -6.12769 2.93980
O 5.49362 -4.06416 3.06118
H 4.82743 -5.07055 5.44989
H 4.02890 -3.52202 5.21182
H 3.06943 -5.01990 5.18367
H 3.46326 -4.13274 2.86510
H 5.07746 -6.68277 3.42448
H 4.44265 -6.18973 1.86055
H 3.31811 -6.62352 3.16899
H 6.19942 -4.54142 3.52827
F -7.26187 -4.96488 -3.51675
Al -7.92808 -5.92792 -2.14843
F -8.75659 -4.82811 -0.98763
F -6.58572 -6.78612 -1.30875
F -9.10814 -7.13261 -2.78073
O 4.33079 -3.75567 7.66162
H 5.25294 -3.91414 7.57366
F -1.20814 2.56260 3.47014
K -1.20814 4.71815 -4.88171
O 1.47892 7.60539 -4.25349
C 1.22202 8.22524 -3.23468
O 1.02488 9.57533 -3.18402
C 0.85584 9.97320 -1.82428
C 0.41847 8.72867 -1.09712
C 1.12253 7.63550 -1.86046
H 1.81081 10.35842 -1.45172
H 0.10533 10.76667 -1.76283
H 0.66180 8.74478 -0.03143
H -0.66689 8.60412 -1.19458
H 2.12989 7.45421 -1.47552
H 0.53878 6.71214 -1.86895
C 4.17300 -2.15206 -3.29664
C 4.22346 -3.56015 -2.67763
O 5.37809 -4.09780 -3.03569
H 4.22375 -2.18373 -4.39232
H 3.23000 -1.66215 -3.02739
H 4.98836 -1.51442 -2.93217
H 3.29310 -4.05135 -3.00274
H 4.02516 -3.41050 -1.60472
O -9.35920 -6.70973 1.57982
H -9.25707 -6.12478 0.85138
Cs -2.95920 2.38937 4.17223
*
```

## Properties
E_LUMO = -4.94 eV
Energy relative to the best compared isomer or geometry (same formula, charge and spin) = 656.4 kJ/mol
Frontier orbital gap = 0.940 eV

***

For reference, M by record: 95.1 232.3 569.6 372.7 421.4 206.0 516.4 851.7 g mol⁻¹.